Record 1
{
  "formula": "C7H3Cl2F6O2PSTeV",
  "method": "ωB97M-V/def2-TZVPD",
  "s2": 0.981,
  "lumo_ha": [-0.079, -0.084],
  "energy_ha": -3890.3975,
  "spin_multiplicity": 2,
  "molar_mass_g_mol": 545.6,
  "homo_ev": [-7.97, -7.73],
  "species": ["Te", "F", "C", "F", "F", "V", "S", "H", "Cl", "P", "Cl", "C", "O", "H", "H", "C", "O", "F", "F", "C", "C", "C", "C", "F"],
  "positions_angstrom": [[1.31, -0.75, -3.40], [4.74, 2.66, -0.79], [-1.58, -0.55, -0.11], [3.65, 1.83, -2.67], [3.25, 3.92, -2.08], [0.96, 0.47, -0.99], [1.58, -1.78, -1.42], [0.08, 0.34, 2.72], [-3.93, -2.74, 3.23], [3.32, 2.54, -1.31], [-3.14, -2.03, -1.99], [-2.53, -1.64, -0.40], [0.82, 0.81, 0.98], [-1.59, -1.02, 3.36], [-3.94, -2.92, 0.36], [-2.90, -1.97, 1.99], [-0.92, 0.13, -1.00], [3.04, 1.06, -0.58], [1.48, 2.15, -1.79], [-1.23, -0.51, 1.29], [-1.91, -1.13, 2.35], [-3.11, -2.32, 0.62], [-0.08, 0.24, 1.65], [2.65, 3.24, -0.03]]
}



Record 2
{
  "formula": "C7H3N",
  "method": "ωB97M-V/def2-TZVPD",
  "lumo_ha": [-0.040, -0.040],
  "e_above_lowest_kcal_mol": 140.3,
  "energy_ha": -322.8931,
  "molar_mass_g_mol": 101.1,
  "homo_ev": [-8.16, -9.03],
  "species": ["C", "H", "H", "N", "C", "H", "C", "C", "C", "C", "C"],
  "positions_angstrom": [[1.41, 0.61, 0.54], [-0.66, -2.01, -1.65], [2.33, 0.06, 0.39], [-0.98, -0.37, 1.31], [-1.21, 0.67, 0.68], [1.38, 1.21, 1.45], [-0.73, -1.22, -0.93], [0.61, 0.88, -0.48], [-0.85, 1.33, -0.43], [-0.93, -1.35, 0.36], [-0.37, 0.18, -1.24]]
}



Record 3
{
  "formula": "C7H4",
  "method": "ωB97M-V/def2-TZVPD",
  "lumo_ha": -0.002,
  "smiles": "C#CC=C=C=C=C",
  "e_above_lowest_kcal_mol": 85.9,
  "energy_ha": -268.8036,
  "molar_mass_g_mol": 88.1,
  "homo_ev": -8.39,
  "species": ["C", "H", "C", "C", "H", "C", "C", "H", "C", "H", "C"],
  "positions_angstrom": [[0.14, -2.13, -1.29], [0.32, -2.72, -2.17], [1.10, -0.22, 1.56], [-0.87, 0.31, -0.63], [-1.54, 1.17, -0.48], [0.55, 1.00, 1.16], [-0.52, -0.67, -1.26], [-0.48, 1.05, 1.53], [1.20, -1.35, 0.89], [1.06, 2.00, 0.70], [0.77, -1.94, -0.18]]
}



Record 4
{
  "formula": "C7H43NO13",
  "method": "ωB97M-V/def2-TZVPD",
  "lumo_ha": 0.014,
  "e_above_lowest_kcal_mol": 150.7,
  "energy_ha": -1325.2106,
  "molar_mass_g_mol": 349.4,
  "homo_ev": -8.17,
  "species": ["O", "C", "C", "H", "H", "C", "H", "H", "H", "H", "H", "H", "H", "H", "O", "H", "H", "O", "H", "H", "H", "H", "H", "H", "H", "C", "H", "H", "C", "H", "O", "O", "H", "H", "O", "H", "H", "H", "O", "O", "O", "H", "H", "H", "H", "H", "O", "O", "N", "H", "C", "H", "H", "H", "O", "C", "H", "H", "H", "H", "H", "O", "H", "H"],
  "positions_angstrom": [[-2.65, 1.86, 2.44], [-0.08, -4.26, 0.18], [0.52, 3.21, -0.01], [-0.66, -5.05, 0.76], [1.23, 3.06, -0.79], [0.48, 0.61, -0.17], [2.61, -0.50, -2.21], [-4.48, -1.76, 1.22], [-1.16, 2.34, 3.18], [4.22, 2.65, 1.04], [1.84, -0.24, 1.68], [-1.03, -0.87, 0.43], [-2.67, 1.04, 1.91], [1.20, -2.23, -0.61], [-0.27, 2.46, 3.54], [-0.04, 4.10, -0.05], [-0.29, 2.86, 4.30], [2.73, -2.18, -2.57], [-1.39, 0.64, -2.43], [1.46, -1.70, 2.57], [-1.24, -2.51, 0.79], [1.05, 3.06, 0.96], [-3.12, -1.09, 0.92], [1.03, 0.09, -3.79], [-0.79, 1.64, 1.00], [-0.42, 1.84, -0.02], [-2.62, -1.40, 3.03], [2.71, -1.93, 1.49], [0.70, -1.87, 0.38], [3.70, -0.25, -0.63], [-3.72, 0.51, -0.04], [0.24, 0.75, -3.65], [-0.04, -3.09, 1.94], [3.65, 0.67, -2.34], [3.61, 1.92, 1.15], [-1.46, -2.27, -3.66], [-1.09, 2.03, -0.86], [-3.44, 0.41, -0.95], [-2.33, 0.92, -2.55], [2.77, 0.37, -2.42], [-2.76, 4.07, 0.10], [-3.79, 1.42, 0.10], [3.65, -2.30, -2.79], [2.79, 2.19, 1.51], [-2.92, 1.61, 3.30], [-2.36, 3.35, 0.75], [-3.56, -1.76, 1.42], [-1.77, -0.82, 2.96], [-0.15, -0.74, -0.02], [2.10, -2.94, -2.85], [-0.23, -2.99, 0.90], [-1.10, -0.95, 3.52], [5.19, 0.01, 0.02], [-0.72, -4.18, -0.76], [4.60, -0.38, -0.55], [1.76, -1.48, 1.51], [-2.13, 4.32, -0.54], [1.10, 0.77, 0.78], [-2.24, 1.26, -3.43], [0.93, -4.54, -0.14], [-0.30, -1.45, -3.24], [-0.51, -2.24, -3.63], [0.65, 1.33, -2.95], [1.04, 0.58, -1.12]]
}



Record 5
{
  "formula": "C7H4Cl3NOS",
  "method": "ωB97M-V/def2-TZVPD",
  "lumo_ha": 0.002,
  "e_above_lowest_kcal_mol": 10.4,
  "energy_ha": -2177.8167,
  "molar_mass_g_mol": 256.5,
  "homo_ev": -9.31,
  "species": ["C", "Cl", "C", "C", "H", "O", "C", "N", "H", "H", "C", "S", "Cl", "C", "Cl", "H", "C"],
  "positions_angstrom": [[0.12, 0.23, 1.57], [-1.33, -0.97, 3.48], [1.23, 0.92, -2.07], [-0.53, -0.47, -0.66], [1.93, 1.89, -0.31], [-3.08, -0.69, 0.89], [0.34, 0.04, -2.69], [-0.55, -0.59, -1.95], [0.44, 0.00, -3.75], [1.93, 1.55, -2.47], [1.20, 1.06, -0.69], [-1.98, -1.60, 0.57], [0.65, -2.37, 1.86], [0.37, 0.27, 0.09], [-1.03, 1.59, 1.99], [0.87, 0.28, 2.24], [-0.59, -1.13, 1.89]]
}



Record 6
{
  "formula": "C7H4CoN2O4",
  "method": "ωB97M-V/def2-TZVPD",
  "s2": 3.797,
  "lumo_ha": [-0.314, -0.484],
  "energy_ha": -2061.5789,
  "spin_multiplicity": 4,
  "molar_mass_g_mol": 239.1,
  "homo_ev": [-16.16, -18.95],
  "charge": 2,
  "species": ["H", "H", "C", "C", "C", "Co", "O", "O", "C", "H", "H", "C", "O", "N", "C", "N", "O", "C"],
  "positions_angstrom": [[-2.20, 0.48, 0.80], [-1.55, 2.78, 2.13], [1.74, -1.69, -0.56], [0.45, -0.08, -2.05], [-0.88, 2.14, 1.59], [0.03, -1.37, -0.93], [0.67, 0.88, -2.67], [2.86, -1.86, -0.33], [-0.54, -2.42, 0.41], [1.20, 3.05, 1.69], [1.83, 1.10, 0.28], [-1.05, -2.13, -2.04], [-0.82, -3.16, 1.24], [-0.14, 0.41, 0.35], [-1.24, 0.95, 0.92], [0.89, 1.25, 0.63], [-1.74, -2.63, -2.83], [0.49, 2.30, 1.37]]
}